This record from the OMol25 dataset describes a molecular structure, C25H28Cl2N4O2SSiTi. The level of theory is ωB97M-V with the def2-TZVPD basis set.

Geometry as ORCA input:
```
! wB97M-V def2-TZVPD RIJCOSX def2/J DEFGRID3
* xyz 0 1
C -1.7100 3.4943 -2.3364
C -2.9785 -1.8394 1.9627
C 1.3063 0.4532 0.9651
N 1.2577 -0.8286 -1.2357
Si 2.6887 -1.7838 1.8954
C 4.5027 -2.1807 2.1927
H -1.0181 -2.0833 -2.4758
C 2.4854 -0.8685 -0.7117
H 1.7208 -2.3005 -4.1990
H 4.6153 -2.9217 2.9870
S 1.5510 1.7381 2.1155
C 2.5802 -0.3005 0.6635
C -1.7020 4.5926 -1.3938
H 3.5146 0.2738 0.7443
H 1.6481 -2.3686 4.0339
H -1.0461 5.3368 0.4561
H -0.8578 -2.1657 1.7329
C 0.9700 -1.3252 -2.4429
C -4.0069 -0.8863 0.0164
C 3.5219 -1.4486 -1.4451
C -0.4860 -1.2012 -2.8386
H -0.5870 -1.1714 -3.9297
H 0.8488 -3.0529 0.7377
H -5.0618 -1.3565 1.8221
H 4.9885 -2.5801 1.2996
Cl -2.5098 2.4265 3.7608
H -4.8660 -0.4775 -0.4982
H -2.2258 3.5575 -3.2837
H -3.0666 -0.6790 -2.7156
C -1.7769 -1.8178 1.2791
H 2.4324 -3.6324 0.2310
H -3.0167 -2.1933 2.9822
H 0.6238 3.5147 0.5705
C -4.1077 -1.3702 1.3119
H -2.1906 5.5235 -1.6560
C -0.9336 2.4263 -2.0250
N -0.2092 2.2763 -0.8898
H 2.4639 -0.8103 4.1833
C 1.8438 -1.4205 3.5256
H 5.0472 -1.2850 2.4996
H -2.9384 0.8525 -1.8342
C 1.9490 -1.9110 -3.2163
C 3.2440 -1.9640 -2.6965
O 0.0279 2.2834 2.4994
C -2.5296 -0.1593 -1.9123
H -1.4185 1.3439 -3.8379
O -1.3946 1.2076 1.0616
H 0.2591 1.1566 -3.2572
C 1.8606 -3.2710 1.0886
C -0.3710 3.2305 0.2127
C -1.0799 4.4859 -0.2155
C -2.1206 3.1665 2.1924
H 4.0399 -2.4027 -3.2847
Cl -3.5849 3.1658 1.1861
H 4.5226 -1.4731 -1.0353
Ti -0.2528 0.3506 -0.1657
C -0.9788 2.4309 1.4638
N -1.0981 -0.0164 -2.2181
H -1.8649 4.2023 2.3882
N -1.6736 -1.3429 0.0320
C -0.7862 1.2412 -2.9497
C -2.7607 -0.8591 -0.5832
H 1.7952 -4.0890 1.8101
H 0.8999 -0.8931 3.3798
*
```

Computed properties:
ΔE to the lowest compared entry with this formula, charge and spin in kcal per mole: 29.6
Maximum force in eV/A: 0.87
E_HOMO (spin up / spin down) in eV: -5.59 / -5.59
Calculated total energy in Ha: -3796.5487
LUMO level (spin up / spin down) in eV: 0.2 / 0.2


This record from the OMol25 dataset describes a molecular structure, C25H28ErF5O2 in a non-equilibrium geometry. The level of theory is ωB97M-V with the def2-TZVPD basis set.

Geometry as ORCA input:
```
! wB97M-V def2-TZVPD RIJCOSX def2/J DEFGRID3
* xyz 0 4
Er -0.0912 -0.7857 1.2012
H -1.7218 0.5055 -2.0383
C 1.0062 -2.5905 2.3047
C -2.8244 -0.6927 1.4779
F 2.5893 3.4207 5.4744
C -2.1857 -1.7574 2.2167
H -1.2686 4.0824 -3.1667
H 1.8304 -0.0519 -4.7375
H 2.9046 -1.4566 1.8832
C -1.5329 3.7373 -2.1517
C 1.7100 1.4812 2.5422
H 2.8695 -1.7333 -4.4029
H -2.2955 -2.8172 2.0008
C 1.2514 0.1962 -2.6753
C 0.3517 -2.7933 0.0875
H -0.2459 -2.9944 -0.8069
C 1.3707 1.4170 5.2839
H -0.8402 -2.9788 -3.1381
H 2.2626 0.4169 -2.3316
H -1.7101 0.9045 4.2163
F 0.9711 1.5034 6.5682
O -0.6356 1.9208 -0.8704
F 1.5320 1.7407 1.1840
C 0.9949 0.4335 3.0975
H -0.3596 -2.7775 -4.8713
H -2.8683 2.3229 -3.1643
C -1.5725 -1.1859 3.3535
H -0.7460 -3.8512 1.7279
C 1.6066 -2.0975 0.1289
H 0.4542 2.9755 -2.2261
C 0.9685 -0.1731 -4.0957
H -2.5804 1.0892 -0.6038
C -0.2968 3.1882 -1.4510
C -2.6686 0.5122 2.2392
C 1.9987 -1.9520 1.5092
H 0.1010 3.8981 -0.7086
H 2.1948 -1.7955 -0.7302
F 3.3704 3.2023 2.8171
H 0.0439 0.2573 -4.4876
H 0.5537 0.9667 -2.3368
H 2.4334 -3.1874 -3.5089
C -1.9215 0.2056 3.3989
C 0.8116 -1.6023 -3.5356
H -3.4954 -0.8497 0.6216
C 2.1681 2.4032 4.7129
H 1.0040 -2.6204 3.3885
F 0.2448 -0.5990 5.1652
C -2.5155 2.5512 -2.1759
H -1.9136 4.5611 -1.5425
H -1.2844 -1.4802 -4.0352
C 0.9003 0.3878 4.4749
H -1.0257 -1.7462 4.0945
C 2.4376 2.3825 3.3415
O 0.8742 -1.1526 -2.1305
H -3.1434 1.4702 2.0409
C 0.0419 -3.1722 1.4269
H 1.6654 -2.8212 -5.0515
C -1.8991 1.3978 -1.4029
C 2.0181 -2.3711 -4.1085
C -0.5107 -2.2533 -3.9157
H -3.3823 2.8082 -1.5782
*
```

Computed properties:
ΔE to the lowest compared entry with this formula, charge and spin in kcal per mole: 41.2
Maximum force in eV/A: 5.62
E_HOMO (spin up / spin down) in eV: -7.77 / -7.78
Calculated total energy in Ha: -2634.1130
<S²>: 3.75
LUMO level (spin up / spin down) in eV: 0.3 / 0.3